No. 1
{"formula": "C5H12N", "method": "the ωB97M-V functional and the def2-TZVPD basis", "lumo_energy_ev": -3.66, "charge": 1, "orbital_gap_ev": 9.992, "de_lowest_kj_mol": 109.7, "homo_ev": -13.65, "smiles": "C=C(C)CC[NH3+]", "symbols": ["C", "C", "C", "C", "C", "N", "H", "H", "H", "H", "H", "H", "H", "H", "H", "H", "H", "H"], "coordinates": [[-1.61803, 0.76333, -0.59357], [-0.76468, 0.44655, 0.37632], [-0.37310, 1.45281, 1.42980], [-0.27999, -0.99558, 0.56939], [1.00839, -1.31586, -0.19860], [1.20691, -0.45015, -1.40176], [-1.94438, 0.19653, -1.44672], [-2.02547, 1.76582, -0.55776], [-1.22444, 2.06721, 1.71161], [0.38343, 2.14354, 1.02809], [0.04212, 1.02106, 2.33044], [-1.05945, -1.68356, 0.27525], [-0.11071, -1.13409, 1.63361], [1.02046, -2.36699, -0.46179], [1.93279, -1.21991, 0.37468], [1.39532, 0.52440, -1.14053], [0.38384, -0.43785, -2.00415], [2.02698, -0.77728, -1.92431]], "mulliken_charge": [-0.94, 0.62, -1.30, -0.62, -0.68, -0.25, 0.33, 0.28, 0.39, 0.28, 0.37, 0.39, 0.35, 0.35, 0.38, 0.35, 0.30, 0.39]}

=====

No. 2
{"formula": "C5H12N", "method": "the ωB97M-V functional and the def2-TZVPD basis", "lumo_energy_ev": -3.74, "charge": 1, "orbital_gap_ev": 9.976, "de_lowest_kj_mol": 232.1, "homo_ev": -13.72, "smiles": "C/C=C/[C@@H](C)[NH3+]", "symbols": ["C", "C", "C", "C", "C", "N", "H", "H", "H", "H", "H", "H", "H", "H", "H", "H", "H", "H"], "coordinates": [[-0.18637, 2.74273, -1.16786], [0.41518, 1.47121, -0.44702], [-0.27197, 0.32385, -0.24821], [0.32098, -0.78570, 0.55467], [-0.50801, -1.11880, 1.76372], [0.55309, -1.91963, -0.56745], [0.15812, 2.86490, -2.22631], [0.12287, 3.65623, -0.81337], [-1.18521, 2.61059, -1.30232], [1.25739, 1.70343, 0.05387], [-1.25137, 0.31266, -0.59189], [1.36365, -0.54253, 0.95525], [-1.57172, -1.54648, 1.58324], [-0.16300, -2.06497, 2.25368], [-0.51784, -0.23959, 2.31848], [1.21398, -1.57507, -1.29048], [-0.31633, -2.42931, -1.01678], [1.06689, -2.68839, 0.04351]], "mulliken_charge": [-1.26, -0.07, -0.72, 0.46, -1.37, -0.45, 0.31, 0.38, 0.36, 0.42, 0.39, 0.26, 0.33, 0.37, 0.41, 0.38, 0.38, 0.42]}

=====

No. 3
{"formula": "C5H12N", "method": "the ωB97M-V functional and the def2-TZVPD basis", "lumo_energy_ev": -3.76, "charge": 1, "orbital_gap_ev": 9.377, "de_lowest_kj_mol": 122.3, "homo_ev": -13.14, "smiles": "C/C=C/CC[NH3+]", "symbols": ["C", "C", "C", "C", "C", "N", "H", "H", "H", "H", "H", "H", "H", "H", "H", "H", "H", "H"], "coordinates": [[-0.78141, 0.35017, 2.81001], [-0.41951, -0.25047, 1.48605], [0.61510, 0.14175, 0.75567], [1.00978, -0.58160, -0.52386], [-0.08844, -0.56244, -1.59797], [-0.09886, 0.69703, -2.40897], [-0.56583, -0.42380, 3.53641], [-1.81521, 0.66752, 2.91592], [-0.11741, 1.17156, 3.09830], [-0.83431, -1.23387, 1.25831], [1.18338, 1.03131, 1.01598], [1.94686, -0.21745, -0.94926], [1.18280, -1.63070, -0.28704], [-1.03525, -0.69496, -1.08913], [0.01585, -1.45912, -2.20396], [0.61973, 1.35749, -2.08778], [-1.01137, 1.13986, -2.36819], [0.19409, 0.49773, -3.36048]], "mulliken_charge": [-1.16, -0.06, -0.12, -1.01, -0.54, -0.23, 0.30, 0.32, 0.32, 0.30, 0.32, 0.47, 0.34, 0.37, 0.30, 0.36, 0.36, 0.36]}

=====

No. 4
{"formula": "C5H12N2", "method": "the ωB97M-V functional and the def2-TZVPD basis", "lumo_energy_ev": [3.96, 3.94], "s2": 0.754, "charge": -1, "orbital_gap_ev": [3.326, 6.786], "de_lowest_kj_mol": 182.0, "homo_ev": [0.64, -2.84], "multiplicity": 2, "symbols": ["C", "C", "C", "C", "C", "N", "N", "H", "H", "H", "H", "H", "H", "H", "H", "H", "H", "H", "H"], "coordinates": [[1.76186, 1.34382, -0.88499], [1.00318, 0.21670, -0.25619], [-0.21446, 0.76063, 0.47198], [-1.25599, -0.30378, 0.73946], [-2.64967, -1.52361, -0.71144], [-1.39302, -1.25721, -0.32910], [1.87934, -0.59378, 0.70958], [1.61535, 2.40851, -0.66696], [1.51677, 1.39661, -1.98032], [2.81513, 1.07485, -0.72148], [0.76972, -0.51169, -1.02518], [0.07561, 1.14621, 1.45676], [-0.77097, 1.61092, 0.08500], [-0.89029, -0.92329, 1.60900], [-2.10064, 0.19535, 1.24085], [-3.14698, -2.37418, -1.14440], [-3.29832, -0.61002, -0.48811], [1.46542, -1.18895, 1.42364], [2.81797, -0.86708, 0.47189]], "mulliken_charge": [-1.24, 0.68, -0.73, -1.13, -0.81, -0.44, -0.67, 0.28, 0.27, 0.31, 0.31, 0.44, 0.36, 0.06, 0.51, 0.37, 0.15, 0.17, 0.12]}

=====

No. 5
{"formula": "C5H12N2", "method": "the ωB97M-V functional and the def2-TZVPD basis", "lumo_energy_ev": 0.81, "orbital_gap_ev": 9.983, "de_lowest_kj_mol": 256.3, "homo_ev": -9.17, "smiles": "[H]/N=C/CC(C)(C)N", "symbols": ["H", "N", "C", "C", "C", "C", "C", "N", "H", "H", "H", "H", "H", "H", "H", "H", "H", "H", "H"], "coordinates": [[-0.58136, -2.77459, -0.72272], [0.19896, -2.13182, -0.54127], [0.58737, -2.08817, 0.68250], [0.88644, -0.49600, 0.61780], [0.00581, 0.60986, -0.03809], [-1.46636, 0.40900, 0.32365], [0.19715, 0.64497, -1.55279], [0.41293, 1.91515, 0.48453], [0.05018, -2.53680, 1.53853], [1.91636, -0.39920, 0.27665], [0.86855, -0.30931, 1.69940], [-2.04100, 1.26112, -0.03238], [-1.59774, 0.34885, 1.40533], [-1.86612, -0.49365, -0.13200], [-0.10903, -0.29730, -1.99779], [-0.39127, 1.45739, -1.97458], [1.24625, 0.80945, -1.80156], [0.29638, 1.96451, 1.49107], [1.38651, 2.10652, 0.27372]], "mulliken_charge": [0.18, -0.41, -0.24, -0.93, 1.68, -1.78, -1.58, -0.71, 0.27, 0.30, 0.38, 0.43, 0.40, 0.34, 0.35, 0.41, 0.37, 0.28, 0.26]}

=====

No. 6
{"formula": "C5H12N2", "method": "the ωB97M-V functional and the def2-TZVPD basis", "lumo_energy_ev": 1.05, "orbital_gap_ev": 9.676, "de_lowest_kj_mol": 348.7, "homo_ev": -8.62, "smiles": "C=CCCNCN", "symbols": ["C", "C", "C", "C", "N", "C", "N", "H", "H", "H", "H", "H", "H", "H", "H", "H", "H", "H", "H"], "coordinates": [[-1.93934, 1.43733, 2.23030], [-1.54518, 1.11674, 1.01058], [-0.27530, 1.67519, 0.32924], [0.02339, 0.63312, -0.76884], [0.80207, -0.43680, -0.27794], [1.60164, -1.33870, -1.21332], [1.56902, -2.90459, -0.99775], [-2.25263, 0.71299, 2.97246], [-2.06168, 2.43481, 2.56760], [-1.88770, 0.28941, 0.44155], [-0.51768, 2.62678, -0.06521], [0.52401, 1.87298, 1.05621], [-0.86054, 0.26404, -1.34652], [0.52904, 1.13153, -1.66720], [0.20147, -1.04486, 0.32912], [1.35779, -1.14177, -2.28011], [2.60280, -1.05632, -0.84806], [1.42389, -3.11491, 0.03610], [0.70495, -3.15699, -1.50822]], "mulliken_charge": [-0.72, -0.35, -0.51, -0.75, -0.35, -0.52, -0.60, 0.24, 0.27, 0.37, 0.36, 0.34, 0.36, 0.43, 0.26, 0.35, 0.32, 0.25, 0.25]}

=====

No. 7
{"formula": "C5H12N2", "method": "the ωB97M-V functional and the def2-TZVPD basis", "lumo_energy_ev": -2.48, "orbital_gap_ev": 4.276, "de_lowest_kj_mol": 869.0, "homo_ev": -6.76, "symbols": ["C", "C", "C", "N", "C", "C", "N", "H", "H", "H", "H", "H", "H", "H", "H", "H", "H", "H", "H"], "coordinates": [[-1.31507, 0.74643, -0.78247], [-1.40386, 0.65072, 0.71657], [0.01594, 0.50489, 1.33904], [1.72754, -2.51018, -0.32861], [0.91875, -1.45643, -0.21444], [1.04202, -0.35477, 0.64747], [-0.65330, 2.01376, -1.19512], [-0.68604, -0.12608, -1.20694], [-2.32004, 0.81891, -1.35257], [-1.95537, 1.45765, 1.21867], [-1.95492, -0.30033, 0.88360], [-0.00484, 0.11405, 2.43611], [0.48871, 1.53817, 1.39230], [2.70247, -2.28192, 0.11373], [-0.59584, -0.77987, -2.00661], [-0.22624, -1.77285, -0.47274], [2.13695, -0.27239, 1.04917], [0.27809, 1.83802, -1.21460], [-0.92929, 2.69658, -0.41108]], "mulliken_charge": [-0.08, -0.68, -0.36, -0.69, -0.04, -0.10, -0.62, -0.86, 0.36, 0.31, 0.33, 0.30, 0.26, 0.20, 0.58, 0.35, 0.16, 0.31, 0.26]}

=====

No. 8
{"formula": "C5H12N2", "method": "the ωB97M-V functional and the def2-TZVPD basis", "lumo_energy_ev": 0.98, "orbital_gap_ev": 10.379, "de_lowest_kj_mol": 122.8, "homo_ev": -9.40, "smiles": "[H]/N=C/N.C=CCC", "symbols": ["H", "N", "C", "N", "H", "H", "H", "C", "C", "C", "C", "H", "H", "H", "H", "H", "H", "H", "H"], "coordinates": [[-3.75981, -0.50213, 1.76758], [-3.07664, -0.87042, 1.11574], [-2.43461, -1.84337, 1.62220], [-1.50849, -2.53960, 0.89518], [-2.41942, -2.04842, 2.69417], [-0.76452, -2.97956, 1.40540], [-1.25845, -2.17225, -0.00284], [2.06353, 2.68703, -1.63999], [1.09213, 1.78995, -1.50294], [1.38184, 0.40002, -0.99676], [0.65257, 0.02441, 0.29359], [1.80514, 3.70801, -1.90180], [3.10985, 2.48276, -1.45849], [0.05511, 2.09410, -1.59201], [1.16430, -0.33202, -1.78210], [2.45687, 0.34069, -0.81217], [-0.40901, 0.27667, 0.28351], [0.74206, -1.04677, 0.46539], [1.10757, 0.53089, 1.14634]], "mulliken_charge": [0.23, -0.64, 0.08, -0.51, 0.35, 0.25, 0.27, -0.79, -0.05, -0.36, -0.96, 0.25, 0.25, 0.31, 0.27, 0.25, 0.28, 0.19, 0.34]}

=====

No. 9
{"formula": "C5H12N2", "method": "the ωB97M-V functional and the def2-TZVPD basis", "lumo_energy_ev": [0.88, 0.88], "orbital_gap_ev": [7.461, 7.464], "de_lowest_kj_mol": 616.5, "homo_ev": [-6.58, -6.58], "symbols": ["C", "C", "C", "C", "N", "C", "N", "H", "H", "H", "H", "H", "H", "H", "H", "H", "H", "H", "H"], "coordinates": [[-0.18214, -0.39512, 0.22652], [-1.97947, 0.56378, -0.24658], [2.96947, -0.36252, -0.20971], [-2.95506, -0.58303, -0.15561], [1.87594, -0.80760, 0.61961], [0.36687, 0.84570, 0.17587], [0.64965, 2.00074, -0.00978], [2.07795, -0.65603, 1.60658], [1.62709, 2.28811, 0.03416], [-0.48692, -0.80336, 1.17808], [-0.14705, -1.02252, -0.65153], [-1.85481, 0.96791, -1.24940], [-2.15630, 1.35698, 0.47724], [3.29087, 0.69120, -0.05156], [2.68958, -0.44329, -1.26768], [3.87458, -0.97564, -0.08210], [-2.98475, -1.00839, 0.85170], [-3.97691, -0.26690, -0.39818], [-2.69858, -1.39001, -0.84762]], "mulliken_charge": [-0.53, -0.74, -0.77, -1.05, -0.69, 0.73, -0.49, 0.15, 0.31, 0.29, 0.31, 0.38, 0.39, 0.17, 0.28, 0.30, 0.29, 0.35, 0.30]}

=====

No. 10
{"formula": "C5H12N2", "method": "the ωB97M-V functional and the def2-TZVPD basis", "lumo_energy_ev": 0.89, "orbital_gap_ev": 10.274, "de_lowest_kj_mol": 64.1, "homo_ev": -9.39, "smiles": "[H]/N=C\\CC(C)(C)N", "symbols": ["H", "N", "C", "C", "C", "C", "C", "N", "H", "H", "H", "H", "H", "H", "H", "H", "H", "H", "H"], "coordinates": [[-1.42464, -0.33274, 1.93918], [-0.81122, 0.20292, 2.55086], [0.20861, 0.70002, 2.02117], [0.75225, 0.66088, 0.61880], [0.04003, -0.21229, -0.44357], [-1.35347, 0.33842, -0.76432], [0.88430, -0.17891, -1.72450], [-0.08426, -1.61397, -0.06491], [0.84182, 1.27319, 2.69953], [1.79498, 0.33227, 0.70241], [0.78277, 1.69596, 0.26391], [-1.27178, 1.32080, -1.22271], [-1.97191, 0.43213, 0.12406], [-1.85075, -0.33373, -1.45852], [0.98048, 0.83705, -2.09832], [1.88029, -0.57611, -1.53863], [0.40916, -0.79231, -2.48463], [0.82942, -2.01927, 0.10427], [-0.63608, -1.73430, 0.77592]], "mulliken_charge": [0.24, -0.76, 0.08, -0.99, 1.33, -1.59, -1.80, -0.61, 0.40, 0.38, 0.37, 0.35, 0.37, 0.44, 0.37, 0.42, 0.43, 0.27, 0.30]}